No. 1
Formula: CH3NSSi
Source: the OMol25 dataset
Level of theory: the ωB97M-V functional and the def2-TZVPD basis

Structure (XYZ):
```
7
CH3NSSi | the OMol25 dataset | the ωB97M-V functional and the def2-TZVPD basis
C 1.705 2.233 0.233
N 2.659 2.898 0.279
Si 0.293 0.901 0.199
S -1.202 -0.840 1.056
H 1.340 -0.163 -0.064
H -0.977 1.736 0.051
H -0.550 -1.699 1.902
```

Computed properties:
Energy relative to the best compared isomer or geometry (same formula, charge and spin)   2.4034 eV
LUMO energy   -0.070 Ha
Strongest force on any atom   0.036 Eh/bohr
Total charge   0
SMILES   N#C[SiH2]S
HOMO level   -0.3577 Ha


No. 2
Formula: CH3NSi
Source: the OMol25 dataset
Level of theory: the ωB97M-V functional and the def2-TZVPD basis

Structure (XYZ):
```
6
CH3NSi | the OMol25 dataset | the ωB97M-V functional and the def2-TZVPD basis
C 2.285 3.743 2.357
N 1.722 3.021 1.654
Si -0.127 -0.141 -0.153
H -0.266 -0.197 -1.648
H -0.515 1.191 0.590
H -0.445 -1.359 0.568
```

Computed properties:
Energy relative to the best compared isomer or geometry (same formula, charge and spin)   5.5852 eV
LUMO energy (spin up / spin down)   -0.037 / -0.163 Ha
Strongest force on any atom   0.035 Eh/bohr
Total charge   0
HOMO level (spin up / spin down)   -0.4518 / -0.2794 Ha


No. 3
Formula: CH3NSi
Source: the OMol25 dataset
Level of theory: the ωB97M-V functional and the def2-TZVPD basis

Structure (XYZ):
```
6
CH3NSi | the OMol25 dataset | the ωB97M-V functional and the def2-TZVPD basis
C -0.646 -2.034 -0.735
N -0.787 -3.184 -0.893
Si 0.254 1.011 0.303
H 0.129 1.049 1.796
H 1.635 1.259 -0.022
H -0.585 1.899 -0.449
```

Computed properties:
Energy relative to the best compared isomer or geometry (same formula, charge and spin)   4.1677 eV
LUMO energy (spin up / spin down)   -0.116 / -0.116 Ha
Strongest force on any atom   0.029 Eh/bohr
Total charge   0
HOMO level (spin up / spin down)   -0.3722 / -0.3723 Ha


No. 4
Formula: CH3NSi
Source: the OMol25 dataset
Level of theory: the ωB97M-V functional and the def2-TZVPD basis

Structure (XYZ):
```
6
CH3NSi | the OMol25 dataset | the ωB97M-V functional and the def2-TZVPD basis
C -1.244 0.026 0.081
N -2.575 0.060 0.013
Si 0.599 0.056 0.069
H 0.843 -1.543 0.107
H 0.858 0.661 -1.396
H 1.519 0.739 1.125
```

Computed properties:
Energy relative to the best compared isomer or geometry (same formula, charge and spin)   1.8516 eV
LUMO energy   0.000 Ha
Strongest force on any atom   0.258 Eh/bohr
Total charge   0
SMILES   N#C[SiH3]
HOMO level   -0.4118 Ha


No. 5
Formula: CH3O2S2
Source: the OMol25 dataset
Level of theory: the ωB97M-V functional and the def2-TZVPD basis

Structure (XYZ):
```
8
CH3O2S2 | the OMol25 dataset | the ωB97M-V functional and the def2-TZVPD basis
C 0.241 1.750 -0.461
O -0.140 -2.288 -0.983
O -1.521 -1.289 0.681
S 1.106 -2.244 1.858
S -0.163 -1.441 0.271
H 0.629 1.503 -1.448
H -0.798 1.673 -0.288
H 0.648 2.335 0.370
```

Computed properties:
Energy relative to the best compared isomer or geometry (same formula, charge and spin)   3.4501 eV
LUMO energy (spin up / spin down)   0.113 / 0.101 Ha
Strongest force on any atom   0.076 Eh/bohr
Total charge   -1
HOMO level (spin up / spin down)   -0.1472 / -0.1492 Ha


No. 6
Formula: CH3O3P
Source: the OMol25 dataset
Level of theory: the ωB97M-V functional and the def2-TZVPD basis

Structure (XYZ):
```
8
CH3O3P | the OMol25 dataset | the ωB97M-V functional and the def2-TZVPD basis
C -0.381 -0.865 0.342
O 1.060 0.460 -1.475
O -0.862 1.865 -0.362
O 1.280 1.354 0.892
P 0.347 0.859 -0.221
H -1.282 -0.868 0.950
H -0.546 -1.231 -0.760
H 0.383 -1.575 0.634
```

Computed properties:
Energy relative to the best compared isomer or geometry (same formula, charge and spin)   0.1111 eV
LUMO energy   0.288 Ha
Strongest force on any atom   0.064 Eh/bohr
Total charge   -2
SMILES   CP(=O)([O-])[O-]
HOMO level   0.0549 Ha


No. 7
Formula: CH3O3PS
Source: the OMol25 dataset
Level of theory: the ωB97M-V functional and the def2-TZVPD basis

Structure (XYZ):
```
9
CH3O3PS | the OMol25 dataset | the ωB97M-V functional and the def2-TZVPD basis
C -0.312 -0.089 -1.910
O 1.485 -1.826 2.028
O -0.279 -0.060 1.671
O -0.328 2.471 1.198
P 0.054 -1.597 2.174
S 0.431 1.275 0.963
H -1.204 -0.606 -1.821
H -0.208 1.015 -1.660
H 0.361 -0.582 -2.643
```

Computed properties:
Energy relative to the best compared isomer or geometry (same formula, charge and spin)   3.4292 eV
LUMO energy (spin up / spin down)   -0.049 / -0.023 Ha
Strongest force on any atom   0.057 Eh/bohr
Total charge   0
HOMO level (spin up / spin down)   -0.3429 / -0.3297 Ha


No. 8
Formula: CH3O3S
Source: the OMol25 dataset
Level of theory: the ωB97M-V functional and the def2-TZVPD basis

Structure (XYZ):
```
8
CH3O3S | the OMol25 dataset | the ωB97M-V functional and the def2-TZVPD basis
C -0.407 -0.463 0.749
O 1.953 0.093 -0.813
O -0.385 0.010 -1.851
O 0.240 1.762 -0.222
S 0.479 0.420 -0.691
H -1.375 -0.091 0.526
H -0.552 -1.605 0.703
H 0.047 -0.125 1.599
```

Computed properties:
Energy relative to the best compared isomer or geometry (same formula, charge and spin)   0.2784 eV
LUMO energy   0.157 Ha
Strongest force on any atom   0.085 Eh/bohr
Total charge   -1
SMILES   CS(=O)(=O)[O-]
HOMO level   -0.1741 Ha


> total charge of number 6 (CH3O3P)?

-2


> Which of these has the highest energy relative to the best compared isomer or geometry (same formula, charge and spin)?

number 2


> strongest force on any atom of number 3 (CH3NSi)?

0.029 Eh/bohr